This record from the Open Molecules 2025 dataset describes a structure of composition C40H57GeNNaP3Se2 in a non-equilibrium geometry. The level of theory is ωB97M-V/def2-TZVPD.

Each line ends with the Mulliken charge.
CARTESIAN COORDINATES (ANGSTROEM)
N 10.242 12.842 12.780  1.10
C 10.077 8.415 13.376  0.57
C 18.042 8.788 12.577  -0.64
H 8.824 16.236 9.323  0.34
P 10.893 10.053 13.733  0.27
H 18.101 7.950 14.580  0.34
H 8.838 13.849 8.453  0.33
C 17.659 8.662 13.894  -0.43
H 10.844 7.116 10.766  0.12
C 9.475 11.103 14.307  1.14
H 11.175 15.734 8.628  0.50
H 16.284 9.310 15.432  0.42
H 12.901 9.375 14.898  0.59
H 20.004 15.691 11.955  0.27
H 13.343 15.369 10.048  0.38
C 18.777 14.144 12.830  -0.63
H 9.784 9.179 11.403  -0.17
H 9.138 6.577 13.883  0.50
H 8.255 12.938 11.344  0.19
C 9.147 8.727 12.155  -1.04
H 9.415 6.272 10.090  0.22
H 13.221 11.438 16.373  0.53
C 7.404 12.826 15.113  -0.66
Se 14.075 12.760 12.348  -0.30
C 12.042 9.973 15.201  0.39
H 13.609 13.839 9.112  0.09
P 15.725 11.895 11.262  0.75
C 11.577 13.927 7.460  -1.48
H 11.515 16.617 10.563  0.19
C 11.374 16.140 11.545  -0.73
C 17.521 13.900 10.416  -0.17
H 10.579 9.977 16.824  0.20
H 12.004 12.926 7.576  0.24
H 8.592 9.765 15.714  0.51
H 12.214 9.634 8.946  0.15
H 19.303 14.211 13.770  0.36
P 10.679 13.860 10.047  1.24
C 10.384 6.766 9.834  -1.17
C 11.682 16.837 12.685  -0.89
H 7.771 9.393 7.705  0.33
H 12.953 11.828 14.528  -0.21
H 12.162 14.387 6.664  0.44
H 8.334 9.456 12.387  0.28
H 7.241 15.404 9.479  0.48
H 17.448 12.604 13.551  0.24
H 8.304 14.222 13.778  0.32
C 8.895 14.031 9.539  0.61
C 17.451 9.751 11.790  -0.41
H 10.691 8.201 6.021  0.36
C 8.150 8.782 8.570  -1.18
C 16.620 9.443 14.410  -0.56
H 11.116 6.723 6.783  0.42
C 11.470 9.400 16.498  -1.53
C 9.408 12.403 13.774  -1.79
C 8.294 15.423 9.818  -1.66
H 11.683 12.009 15.773  0.39
C 7.483 11.533 15.664  -1.12
C 18.498 14.893 10.594  -0.64
C 10.334 7.468 6.723  -1.50
H 10.897 7.810 12.953  0.42
C 10.941 14.816 11.561  1.28
H 6.991 13.219 10.183  0.50
H 10.836 14.436 14.931  0.18
C 19.144 14.985 11.812  -0.28
H 15.133 10.883 13.913  0.38
C 11.642 14.752 8.756  0.06
C 8.328 13.226 14.222  0.10
C 15.987 10.372 13.591  -0.35
H 9.435 6.929 6.413  0.35
C 12.553 11.410 15.467  -1.40
H 7.959 9.334 9.498  0.19
H 10.852 10.700 8.369  0.12
H 12.213 9.452 17.294  0.49
H 17.742 9.964 10.735  0.26
C 10.987 14.884 13.927  0.23
H 13.665 15.374 8.335  0.50
Ge 10.124 8.348 8.522  0.63
H 8.685 7.833 11.745  0.59
C 9.328 7.537 14.363  -1.69
H 18.842 8.188 12.168  0.37
Na 11.291 11.388 11.041  0.58
H 6.616 13.485 15.487  0.33
C 11.528 16.146 13.889  -0.90
H 8.347 15.705 10.896  0.21
H 17.003 13.748 9.456  0.20
C 11.118 9.869 8.998  -0.79
H 18.855 15.523 9.777  0.34
Se 15.448 11.270 9.264  -0.49
C 16.415 10.533 12.294  0.11
C 13.151 14.815 9.151  -1.39
C 8.041 12.975 10.217  -1.39
H 7.503 7.913 8.718  0.37
H 8.208 11.989 9.800  0.17
H 11.200 8.367 16.376  0.32
H 11.749 16.617 14.826  0.38
C 8.499 10.719 15.248  -0.62
C 17.151 13.049 11.454  0.18
C 17.785 13.216 12.681  -0.22
H 10.529 13.813 7.106  0.38
H 8.313 7.861 14.618  0.28
C 10.682 14.118 12.768  -1.37
H 6.826 11.167 16.450  0.36
H 9.947 7.384 15.263  0.23
H 12.074 17.838 12.616  0.38
H 11.074 6.081 9.383  0.51

E_HOMO in Ha: -0.046
Net charge: -2

***

This record from the Open Molecules 2025 dataset describes a structure of composition C5H9NO. The level of theory is ωB97M-V/def2-TZVPD.

Each line ends with the natural charge from an NBO analysis.
CARTESIAN COORDINATES (ANGSTROEM)
C 0.076 -1.182 0.972  -0.59
N -1.259 -0.445 -2.231  -0.14
O 0.196 -1.354 -2.220  -0.43
H 1.661 1.085 0.880  0.22
C -1.144 0.974 0.345  -0.60
H 2.139 -0.015 -0.424  0.22
H -0.888 -1.693 1.064  0.22
H 0.360 -0.810 1.964  0.22
C -0.353 -0.531 -1.365  0.51
H -0.887 2.004 0.079  0.22
H 0.830 -1.910 0.654  0.22
C -0.002 -0.002 -0.013  -0.14
H -1.397 0.948 1.409  0.22
H -2.052 0.710 -0.207  0.23
C 1.369 0.692 -0.101  -0.59
H 1.350 1.529 -0.807  0.22

E_HOMO in Ha: -0.357
Net charge: 0

***

This record from the Open Molecules 2025 dataset describes a structure of composition C30H23BrF3N5O3Ti in a non-equilibrium geometry. The level of theory is ωB97M-V/def2-TZVPD.

Each line ends with the natural charge from an NBO analysis.
CARTESIAN COORDINATES (ANGSTROEM)
C -1.589 3.971 1.971  -0.07
H 3.083 -2.876 1.451  0.23
O 0.210 -2.170 0.093  -0.75
H 4.353 -3.865 -3.595  0.22
H 3.985 -4.912 2.547  0.23
C -0.591 3.695 1.053  -0.22
H -1.801 6.608 -4.272  0.21
C 1.348 -4.356 -1.225  -0.19
F -2.185 5.417 3.739  -0.32
N 0.974 -0.231 1.999  -0.41
C 1.829 -3.079 -1.474  -0.10
Br -3.175 -0.519 -0.639  0.09
C -0.980 0.498 -2.152  -0.22
H 0.511 -4.465 -0.547  0.24
C 2.920 -2.915 -2.336  0.30
H 3.470 -6.143 -3.154  0.21
N -1.252 1.413 1.070  -0.50
F -2.780 5.987 1.739  -0.31
C 3.376 -4.218 3.109  -0.21
H 2.079 -1.426 -0.163  0.15
C -1.811 5.393 2.452  0.97
C 2.279 -3.598 5.175  -0.20
C 1.772 -2.459 4.572  -0.16
H -0.671 3.060 -2.167  0.21
N 0.861 -0.859 -1.762  -0.50
C -1.428 3.635 -2.683  -0.23
H -0.097 5.258 -3.082  0.20
C 1.926 -5.462 -1.830  -0.25
H -0.576 0.724 -3.133  0.22
C -2.058 5.640 -3.864  -0.24
C 3.509 -4.019 -2.938  -0.27
C -3.347 5.141 -3.992  -0.20
F -0.703 6.136 2.333  -0.32
H 0.069 4.460 0.675  0.25
C -3.135 1.827 -2.246  -0.31
C 2.091 -2.214 3.241  -0.14
H 3.461 -5.360 4.917  0.22
Ti -0.824 -0.711 0.669  1.27
H 0.571 -1.321 -2.627  0.36
H 1.125 -1.781 5.111  0.23
C -0.449 2.383 0.629  0.10
C -1.105 4.879 -3.200  -0.15
O 3.478 -1.694 -2.587  -0.68
N -0.252 -0.161 -1.244  -0.36
C -2.312 0.832 -1.879  -0.01
C -1.533 -2.605 2.885  0.80
C -2.422 2.968 2.433  -0.22
H -4.107 5.722 -4.499  0.21
O -1.311 -3.592 3.499  -0.60
H -4.202 1.682 -2.124  0.22
C -2.227 1.688 1.937  0.08
H -2.851 0.858 2.244  0.24
H -4.684 3.524 -3.569  0.21
C 3.008 -5.285 -2.682  -0.19
C -3.673 3.901 -3.469  -0.19
C -2.721 3.117 -2.811  -0.06
C 1.268 -1.877 -0.759  0.22
C 1.506 -1.070 2.581  0.45
C 3.076 -4.467 4.442  -0.16
H 0.317 2.078 -0.072  0.23
N -1.739 -1.600 2.270  -0.88
H 1.539 -6.453 -1.637  0.22
H 2.887 -0.989 -2.274  0.50
H 2.037 -3.815 6.206  0.23
C 2.881 -3.081 2.493  -0.16
H -3.206 3.152 3.152  0.25

E_HOMO (spin up / spin down) in Ha: -0.219 / -0.218
Net charge: 0

***

This record from the Open Molecules 2025 dataset describes a cluster of 2 separate species, C3H4N2 in total in a non-equilibrium geometry. The level of theory is ωB97M-V/def2-TZVPD.

Each line ends with the natural charge from an NBO analysis.
CARTESIAN COORDINATES (ANGSTROEM)
C -2.837 -0.090 0.121  -0.11
H -1.545 0.433 1.195  0.31
C 0.177 -0.517 -0.146  -0.30
N -3.899 -0.053 -0.283  -0.50
H -0.432 -1.314 -0.750  0.25
H 1.150 -0.931 0.229  0.20
N 0.136 0.923 -0.315  -0.49
H -0.135 1.473 -1.131  0.45
C -0.400 0.448 0.768  0.19

E_HOMO (spin up / spin down) in Ha: -0.365 / -0.365
Net charge: 0

***

This record from the Open Molecules 2025 dataset describes a cluster of 2 separate species, CH4N2O2 in total in a non-equilibrium geometry. The level of theory is ωB97M-V/def2-TZVPD.

Each line ends with the natural charge from an NBO analysis.
CARTESIAN COORDINATES (ANGSTROEM)
H -0.151 -2.802 -0.063  0.36
H 0.224 0.082 -0.038  0.11
H -1.198 -0.232 -1.652  0.45
H 1.732 -0.687 0.879  0.09
N -0.405 -1.952 -0.697  -0.46
N -1.623 -1.854 -0.812  0.16
C 1.086 0.264 0.730  0.28
O 1.422 1.226 1.359  -0.49
O -1.995 -0.716 -1.399  -0.50

E_HOMO in Ha: -0.368
SMILES string: [H]/N=N/O.C=O
Net charge: 0

***

This record from the Open Molecules 2025 dataset describes a structure of composition C33H30N6O2S5Ta. The level of theory is ωB97M-V/def2-TZVPD.

Each line ends with the Mulliken charge.
CARTESIAN COORDINATES (ANGSTROEM)
C -7.150 -0.157 1.605  -1.69
H -1.113 3.116 -3.822  0.48
S 1.653 1.507 -1.425  -0.45
H -1.682 4.515 1.740  0.50
H -7.497 0.606 2.301  0.40
H -0.812 -5.461 -0.838  0.41
Ta -0.160 0.981 0.088  1.72
N 3.464 1.874 -6.720  -0.48
C 2.990 0.602 1.685  0.67
H 2.631 -0.338 -4.491  0.82
C -0.510 -4.477 -0.479  -0.37
N 1.227 2.281 1.338  -0.22
C 4.228 -1.853 1.916  -0.71
C -2.899 -2.648 1.208  0.25
H -5.461 -2.297 1.438  0.42
C 2.259 -0.541 1.316  0.45
C 2.926 -1.787 1.420  0.39
S 2.492 -1.201 -2.035  -0.26
C 4.963 -0.726 2.258  0.02
H 1.409 -4.513 -1.501  0.40
H -3.547 -3.520 1.180  0.41
H 6.427 -0.634 3.836  0.34
C 1.468 0.116 -2.677  0.08
C 2.401 1.907 1.720  -0.01
H 7.014 -0.081 2.270  0.39
H -2.023 4.389 0.005  0.45
N 1.474 -3.127 0.038  0.75
N -1.635 -2.894 1.112  0.18
C 0.534 2.290 -4.897  1.08
O -1.499 -0.169 1.278  -1.59
N 0.398 4.423 -6.360  -0.49
H 6.799 -1.802 2.571  0.38
C -4.931 -1.350 1.434  -0.77
N -1.645 2.561 0.972  -0.28
C -3.529 -1.372 1.339  0.41
H 0.344 3.933 -0.466  0.03
H 3.045 2.676 2.149  0.37
C 2.365 -3.022 0.954  -0.39
C -1.386 4.021 0.811  -1.11
C -3.526 1.037 1.380  1.37
C -2.864 2.318 1.290  -0.12
S -0.698 -0.981 -1.411  -0.01
C 0.477 3.465 -5.733  -0.66
H -0.344 -4.402 1.694  0.44
C 4.314 0.488 2.124  -0.73
C -0.763 1.264 -2.976  0.90
H -1.003 -2.086 1.128  -0.14
H -5.439 1.956 1.555  0.48
S -1.752 1.810 -1.614  -0.43
C 1.712 0.175 -4.229  -0.55
C 6.378 -0.816 2.762  -1.69
C 0.062 4.315 0.519  -0.55
S 0.211 -0.901 -4.439  -0.20
H 1.904 4.245 1.640  0.59
O 0.985 -0.469 1.032  0.59
C -0.057 -0.092 -2.825  -0.13
H 0.474 3.802 2.567  0.27
H -3.513 3.178 1.468  0.45
C 1.011 -4.409 -0.491  -0.91
H -1.914 -4.941 1.124  0.52
C -5.649 -0.175 1.524  -0.01
H 0.199 5.396 0.485  0.47
C -4.911 1.009 1.498  -0.72
H 2.769 -3.950 1.355  0.42
C -1.098 -4.249 0.920  -1.14
H 1.430 -5.196 0.139  0.42
H 4.843 1.398 2.390  0.49
C 0.952 3.716 1.587  -0.94
H 1.270 -2.275 -0.546  -0.96
C -2.800 -0.163 1.320  0.22
C 2.605 1.691 -5.980  -0.48
H -7.537 -1.117 1.941  0.39
C 1.570 1.441 -5.012  0.65
H 4.697 -2.829 1.990  0.44
H -0.914 -3.744 -1.178  0.38
C -0.526 2.209 -3.899  -1.38
H -7.590 0.058 0.631  0.33

E_HOMO in Ha: -0.332
Net charge: +1

***

no.,molecular weight (g mol⁻¹),total energy (a.u.)
1,898.3,-9679.35997
2,99.1,-325.79962
3,686.3,-5379.64527
4,68.1,-226.00877
5,76.1,-300.36824
6,883.9,-3802.34328